Entry 1:
Molecular formula: C51H52AsF9N4O2PS6Sc
Method: DFT, ωB97M-V with the def2-TZVPD basis set

Each line ends with the Löwdin charge.
CARTESIAN COORDINATES (ANGSTROEM)
As  0.801  -0.396  -3.993  -0.428
Sc  0.727  -0.674  -0.583  0.530
S  0.810  1.611  -4.768  -0.094
S  1.539  2.191  2.227  0.633
S  -0.905  0.159  2.503  0.834
S  -0.876  -0.765  -2.603  0.068
S  2.405  -0.696  -2.489  0.121
S  0.901  -1.941  -5.452  -0.227
P  -2.635  1.772  -0.910  1.130
F  -4.649  0.221  -7.098  0.130
F  -1.632  8.260  0.703  0.116
F  -8.243  0.291  2.581  0.124
F  -3.462  1.957  -7.607  0.136
F  -5.521  2.193  -6.986  0.104
F  0.122  7.905  -0.504  0.125
F  0.134  7.380  1.595  0.129
F  -8.285  2.447  2.768  0.125
F  -9.100  1.503  1.007  0.128
O  -0.595  -0.501  1.180  -0.638
O  0.779  1.386  -0.577  -0.321
N  2.326  -1.849  0.654  -0.032
N  1.204  -3.736  -2.234  0.149
N  1.464  2.512  -0.447  -0.163
N  -0.333  -2.952  -0.669  0.015
C  5.188  -0.604  2.896  -0.290
C  -3.953  1.611  -5.310  -0.124
C  1.706  3.152  -1.621  -0.020
C  6.225  -1.729  0.929  -0.293
C  -2.277  -0.814  3.136  -0.234
C  -0.825  -4.955  -1.890  -0.014
C  -2.743  2.187  -4.960  -0.011
C  0.027  -3.867  -1.582  -0.393
C  -8.081  1.437  1.893  -0.577
C  -2.430  -4.085  -0.352  -0.087
C  0.307  -0.404  3.693  -0.284
C  -1.538  -3.072  -0.096  -0.177
C  -4.279  1.771  -0.053  -0.350
C  -1.864  5.854  -1.043  -0.012
C  -2.348  4.606  -1.393  -0.070
C  -4.626  0.600  0.609  -0.094
C  6.293  -1.562  2.449  -0.133
C  3.700  -1.395  0.961  -0.448
C  2.855  -6.792  0.448  -0.062
C  2.590  -4.317  0.622  -0.021
C  -2.044  -5.055  -1.283  -0.089
C  0.928  -3.324  1.991  -0.025
C  -4.802  1.112  -4.327  -0.019
C  -0.676  -4.674  3.353  -0.060
C  2.189  -5.576  1.040  -0.280
C  -3.256  1.836  -2.625  -0.387
C  -4.376  1.494  -6.742  -0.571
C  2.774  4.911  -0.441  -0.088
C  5.365  0.757  2.218  -0.125
C  -0.627  7.372  0.487  -0.573
C  2.538  4.236  0.723  -0.120
C  -6.743  1.532  1.225  -0.135
C  -5.197  2.822  -0.080  -0.055
C  1.866  2.992  0.765  -0.706
C  -0.925  4.926  0.972  -0.006
C  5.299  0.568  0.703  -0.278
C  3.822  -1.159  2.485  -0.087
C  2.350  4.355  -1.653  -0.055
C  4.862  -2.328  0.554  -0.089
C  -2.404  2.299  -3.619  -0.137
C  -2.128  3.504  -0.569  -0.341
C  -4.450  1.214  -2.997  -0.073
C  1.993  -3.129  1.091  -0.312
C  0.501  -4.569  2.418  -0.281
C  -1.147  6.011  0.138  -0.129
C  -1.410  3.679  0.611  -0.086
C  6.423  -0.369  0.259  -0.125
C  -6.418  2.711  0.554  -0.011
C  -5.855  0.471  1.248  -0.011
C  1.152  -5.708  1.958  -0.041
C  3.962  -0.048  0.280  -0.145
H  -1.416  2.670  -3.377  0.065
H  0.388  -2.445  2.309  0.068
H  -3.392  -4.109  0.140  0.088
H  4.566  1.431  2.541  0.095
H  -2.035  2.502  -5.712  0.098
H  3.282  5.868  -0.416  0.100
H  -6.114  -0.448  1.758  0.117
H  0.371  0.352  4.474  0.059
H  -2.377  -0.603  4.201  0.060
H  -5.111  0.795  -2.248  0.100
H  -3.187  -0.515  2.623  0.022
H  3.932  -6.783  0.628  0.071
H  3.141  0.638  0.515  0.073
H  -1.782  -2.288  0.609  0.077
H  -1.169  2.828  1.236  0.061
H  -5.729  0.626  -4.607  0.118
H  3.312  -4.257  -0.180  0.107
H  -2.706  -5.877  -1.530  0.097
H  2.707  -6.823  -0.634  0.075
H  3.066  -0.422  2.757  0.078
H  2.447  -7.712  0.871  0.062
H  1.374  2.600  -2.500  0.029
H  4.811  -2.505  -0.526  0.128
H  -0.870  -5.711  3.631  0.066
H  -1.583  -4.286  2.882  0.060
H  1.211  -4.091  -3.179  0.073
H  5.222  -0.482  3.985  0.131
H  -7.124  3.531  0.530  0.121
H  3.981  -0.184  -0.799  0.014
H  6.324  1.208  2.503  0.111
H  1.677  -2.831  -2.173  -0.043
H  4.773  -3.291  1.060  0.103
H  2.845  4.637  1.680  0.092
H  -2.026  6.701  -1.698  0.121
H  -0.336  5.028  1.874  0.116
H  -4.945  3.737  -0.603  0.109
H  7.277  -1.185  2.749  0.109
H  -2.068  -1.872  2.976  0.043
H  5.406  1.537  0.204  0.139
H  -0.502  -5.674  -2.631  0.107
H  1.244  -0.461  3.151  -0.001
H  3.604  -2.097  3.009  0.127
H  -0.512  -4.109  4.275  0.069
H  6.152  -2.537  2.931  0.113
H  0.047  -1.382  4.095  0.048
H  7.400  0.046  0.538  0.111
H  -2.888  4.490  -2.324  0.102
H  6.409  -0.480  -0.829  0.121
H  2.528  4.823  -2.609  0.104
H  7.012  -2.419  0.601  0.131
H  0.828  -6.693  2.279  0.098
H  -3.935  -0.235  0.591  0.094

- Net charge: -2
- Multiplicity: 1
- ΔE to the lowest compared entry with this formula, charge and spin: 11.2 kcal/mol
- E_LUMO: 3.31 eV


Entry 2:
Molecular formula: C51H53As2LiN2O3P2STe
Method: DFT, ωB97M-V with the def2-TZVPD basis set

Each line ends with the Löwdin charge.
CARTESIAN COORDINATES (ANGSTROEM)
Te  0.513  0.199  -3.440  0.463
As  -1.316  2.255  -0.110  1.330
As  -3.287  -4.567  -4.098  1.307
S  -0.563  -0.163  2.135  0.672
P  -1.301  -2.108  -0.674  0.984
P  1.847  1.294  -1.863  -0.008
O  3.371  1.140  -2.339  -0.311
O  1.625  2.898  -1.849  -0.329
O  1.726  0.900  -0.413  -0.513
N  1.061  0.514  4.181  0.034
N  -1.054  0.435  4.688  0.032
C  -2.815  2.014  1.113  -0.377
C  0.786  -5.521  0.512  -0.083
C  -4.224  -9.093  -3.010  -0.092
C  5.048  0.246  -0.847  -0.075
C  -2.498  4.445  -3.500  -0.086
C  -0.850  4.024  3.586  -0.043
C  -7.302  -2.235  -3.042  -0.100
C  0.680  4.021  1.251  -0.071
C  -4.041  -2.315  -0.222  -0.112
C  -4.353  -8.123  -2.022  -0.084
C  1.442  5.107  -2.723  -0.069
C  -6.128  -4.334  -3.231  -0.102
C  1.140  4.676  2.387  -0.082
C  -4.914  1.148  1.893  -0.079
C  -4.979  -3.675  -3.661  -0.400
C  4.414  1.498  -1.410  -0.282
C  1.059  0.930  5.579  -0.123
C  -7.281  -3.618  -2.923  -0.089
C  -4.096  -6.791  -2.316  -0.126
C  -0.163  0.256  3.695  -0.828
C  -2.185  3.576  -1.268  -0.365
C  -1.905  3.534  -2.631  -0.136
C  2.038  -5.256  -0.025  -0.090
C  -5.026  -2.288  -3.820  -0.152
C  -3.579  -7.390  -4.580  -0.131
C  1.743  3.666  -3.062  -0.302
C  -3.836  -8.725  -4.290  -0.091
C  -1.837  -2.691  -2.356  -0.439
C  1.221  -3.153  -0.857  -0.108
C  -0.552  3.383  1.279  -0.305
C  -3.964  1.272  0.888  -0.085
C  -1.326  3.381  2.447  -0.212
C  0.379  4.672  3.553  -0.090
C  -2.777  -2.506  0.345  -0.378
C  -4.714  1.773  3.121  -0.083
C  -5.120  -2.908  1.843  -0.092
C  -3.669  5.436  -1.648  -0.086
C  -3.074  4.531  -0.781  -0.095
C  -2.713  -2.863  1.693  -0.133
C  -2.606  2.641  2.345  -0.239
C  2.252  -4.072  -0.718  -0.076
C  -3.873  -3.068  2.431  -0.081
C  -3.707  -6.410  -3.600  -0.424
C  -0.251  -4.607  0.363  -0.092
C  -2.365  -4.117  -2.407  -0.435
C  -0.044  -3.407  -0.316  -0.369
C  -3.564  2.521  3.348  -0.051
C  -0.452  0.967  5.906  -0.125
C  -6.171  -1.569  -3.500  -0.091
C  -5.201  -2.524  0.511  -0.081
C  -3.379  5.396  -3.009  -0.093
Li  0.275  -0.067  -0.204  0.284
H  0.746  5.175  4.440  0.099
H  5.488  -0.353  -1.645  0.079
H  -0.795  1.983  6.106  0.105
H  -6.133  -5.411  -3.131  0.088
H  -4.211  -6.048  -1.535  0.096
H  1.280  3.992  0.349  0.089
H  -8.166  -4.146  -2.589  0.102
H  1.552  5.729  -3.613  0.080
H  2.131  5.472  -1.958  0.078
H  -4.164  -1.759  -4.213  0.093
H  4.292  -0.353  -0.336  0.071
H  5.139  2.088  -1.969  0.117
H  0.610  -6.450  1.042  0.102
H  -3.301  4.573  0.278  0.103
H  -4.425  -10.132  -2.780  0.100
H  2.097  5.182  2.371  0.100
H  -1.436  4.030  4.499  0.099
H  -1.238  2.771  -3.014  0.027
H  -1.753  -2.959  2.180  0.082
H  -5.463  1.684  3.899  0.100
H  -0.958  -2.577  -2.990  0.031
H  1.395  -2.231  -1.405  0.056
H  -6.164  -2.391  0.031  0.100
H  -4.114  0.773  -0.063  0.104
H  -2.036  0.493  4.472  0.123
H  -5.811  0.564  1.724  0.100
H  2.752  3.557  -3.464  0.115
H  1.046  3.280  -3.807  0.072
H  -4.365  6.173  -1.265  0.101
H  -6.022  -3.075  2.420  0.101
H  2.842  -5.972  0.092  0.101
H  -3.848  6.106  -3.680  0.100
H  1.523  1.907  5.700  0.112
H  -8.198  -1.679  -2.796  0.100
H  4.014  2.114  -0.605  0.106
H  -6.183  -0.492  -3.621  0.105
H  -3.798  -3.351  3.474  0.102
H  -3.069  -4.300  -1.600  0.040
H  -3.423  3.015  4.304  0.103
H  3.221  -3.862  -1.153  0.106
H  1.590  0.215  6.206  0.112
H  -3.272  -7.107  -5.580  0.087
H  5.831  0.510  -0.133  0.077
H  0.422  5.206  -2.348  0.066
H  1.873  0.476  3.592  0.142
H  -2.565  -1.963  -2.720  0.042
H  -3.731  -9.477  -5.063  0.101
H  -2.269  4.406  -4.558  0.104
H  -4.657  -8.405  -1.021  0.102
H  -0.695  0.348  6.767  0.112
H  -1.549  -4.833  -2.301  0.071
H  -1.229  -4.850  0.755  0.097
H  -4.133  -2.017  -1.260  0.083

- Net charge: 0
- Multiplicity: 1
- E_LUMO: 0.30 eV